[1]
A 2-piece molecular cluster, C9H12N2 overall. Source: OMol25; level of theory: ωB97M-V/def2-TZVPD.

The calculation puts the calculated total energy at -12503.361 eV. The highest occupied orbital energy comes out at -8.34 eV. Its molecular weight is 148.21 g/mol. As for the charge: 0. For the LUMO energy, the calculation gives 0.731 eV. Its energy above the lowest of the compared OMol25 structures with the same formula, charge and spin is 5.3740 eV. As for the HOMO-LUMO gap: 9.071 eV.

```
23
C9H12N2 ωB97M-V/def2-TZVPD
C -1.252 0.397 -1.825
C -0.680 1.002 -0.833
C -0.245 0.964 0.534
C -0.808 -0.016 1.372
C -0.323 -0.116 2.661
C 0.562 0.862 3.126
C 1.110 1.867 2.317
C 0.769 1.858 0.982
C -0.821 1.824 -2.128
H -1.717 -0.393 -2.333
H -1.471 -0.737 1.009
H -0.715 -0.877 3.356
H 0.939 0.748 4.078
H 1.879 2.445 2.698
H 0.896 2.662 0.319
H 0.108 1.897 -2.586
H -1.697 2.561 -2.227
N 0.705 -3.513 -1.591
N 0.212 -2.156 -1.787
H 1.513 -3.727 -2.159
H -0.065 -4.197 -1.860
H 0.774 -1.522 -2.316
H 0.324 -1.832 -0.806
```

natural (NBO) atomic charge list, values in e, 6 entries: -0.166, -0.009, -0.074, -0.178, -0.202, -0.201

[2]
C9H12N2NiOS5Sb as an isolated structure. Source: OMol25; level of theory: ωB97M-V/def2-TZVPD.

As for the spin multiplicity: 2. The calculation puts the calculated total energy at -116312.891 eV. The highest occupied orbital energy (spin up / spin down) comes out at -7.57 / -7.54 eV. Its molecular weight is 505.00 g/mol. As for the charge: 0. For the LUMO energy (spin up / spin down), the calculation gives -0.465 / -1.616 eV. As for the HOMO-LUMO gap (spin up / spin down): 7.106 / 5.927 eV.

```
31
C9H12N2NiOS5Sb ωB97M-V/def2-TZVPD
Ni -0.073 0.165 0.484
S 3.575 -2.401 2.328
Sb 2.369 -0.373 2.157
S 2.002 -0.211 -0.208
S 0.095 -1.159 2.235
N -2.601 0.765 2.388
C -2.929 0.353 1.152
N -2.060 0.088 0.214
C -2.684 -0.271 -0.980
C -2.031 -0.621 -2.158
C -2.795 -0.952 -3.264
C -4.191 -0.936 -3.208
C -4.846 -0.590 -2.038
C -4.076 -0.262 -0.932
S -4.601 0.205 0.667
H -1.633 0.605 2.669
H -3.294 0.701 3.114
H -0.948 -0.641 -2.185
H -2.303 -1.233 -4.186
H -4.767 -1.201 -4.084
H -5.927 -0.578 -1.988
C -1.307 3.607 -0.232
S 0.075 2.496 -0.075
C 1.395 3.607 -0.474
O 0.193 2.256 1.409
H -1.155 4.416 0.484
H -2.198 3.035 0.021
H -1.372 3.979 -1.254
H 1.247 4.011 -1.476
H 2.312 3.022 -0.427
H 1.382 4.386 0.289
```

natural (NBO) atomic charge list, values in e, 6 entries: 0.745, -0.356, 0.890, -0.777, -0.691, -0.789

[3]
C9H12N3 as an isolated structure. Source: OMol25; level of theory: ωB97M-V/def2-TZVPD.

The calculation puts the calculated total energy at -13989.001 eV. The highest occupied orbital energy comes out at -12.20 eV. Its molecular weight is 162.22 g/mol. As for the charge: +1. For the LUMO energy, the calculation gives -3.485 eV. Its energy above the lowest of the compared OMol25 structures with the same formula, charge and spin is 2.4441 eV. As for the HOMO-LUMO gap: 8.714 eV.

```
24
C9H12N3 ωB97M-V/def2-TZVPD
C 2.381 0.244 -2.349
C 2.227 1.459 -1.705
C 1.685 -0.864 -1.897
C 1.374 1.568 -0.621
C 0.839 -0.756 -0.810
C 0.668 0.462 -0.151
C -2.073 0.462 0.433
C -0.301 -0.452 2.054
C -0.221 0.634 1.014
N -2.585 1.328 -0.256
N -2.419 -0.714 1.049
N -1.321 -1.454 1.568
H 3.038 0.158 -3.199
H 2.772 2.324 -2.049
H 1.798 -1.815 -2.395
H 1.258 2.521 -0.127
H 0.308 -1.651 -0.495
H 0.649 -0.970 2.196
H -0.651 -0.051 3.006
H -0.197 1.637 1.417
H -3.540 1.290 -0.585
H -3.213 -1.258 0.735
H -0.851 -2.030 0.833
H -1.626 -2.072 2.334
```

natural (NBO) atomic charge list, values in e, 6 entries: -0.189, -0.179, -0.178, -0.207, -0.249, 0.001

[4]
A 2-piece molecular cluster, C9H12N3O overall. Source: OMol25; level of theory: ωB97M-V/def2-TZVPD.

The calculation puts the calculated total energy at -16036.713 eV. The highest occupied orbital energy comes out at -13.42 eV. Its molecular weight is 178.22 g/mol. As for the charge: +1. For the LUMO energy, the calculation gives -5.217 eV. Its energy above the lowest of the compared OMol25 structures with the same formula, charge and spin is 2.9307 eV. As for the HOMO-LUMO gap: 8.199 eV.

```
25
C9H12N3O ωB97M-V/def2-TZVPD
C -3.437 0.319 -0.553
C -3.262 -0.629 0.398
C -2.370 0.701 -1.373
C -1.987 -1.263 0.520
C -1.071 0.221 -1.121
C -0.896 -0.786 -0.227
C 0.171 0.884 -1.910
C 0.508 -1.256 -0.096
C 0.094 2.436 -2.009
N 1.391 0.499 -1.385
N 1.585 -0.413 -0.550
N 1.011 -2.351 0.381
O 3.883 -2.024 0.386
H -4.389 0.868 -0.747
H -4.269 -0.943 0.870
H -2.481 1.584 -2.035
H -1.897 -2.117 1.227
H 0.096 0.420 -2.865
H -0.373 2.716 -0.995
H -0.642 2.630 -2.824
H 1.038 2.970 -2.130
H 0.449 -3.258 0.767
H 3.759 -1.115 0.351
H 1.998 -2.478 0.334
H 4.738 -2.219 0.092
```

natural (NBO) atomic charge list, values in e, 6 entries: -0.148, -0.206, -0.195, -0.159, 0.011, -0.134

[5]
A 2-piece molecular cluster, C9H12N3O overall. Source: OMol25; level of theory: ωB97M-V/def2-TZVPD.

The calculation puts the calculated total energy at -16033.240 eV. The highest occupied orbital energy (spin up / spin down) comes out at -11.93 / -11.78 eV. Its molecular weight is 178.22 g/mol. As for the charge: +1. For the LUMO energy (spin up / spin down), the calculation gives -4.541 / -4.467 eV. Its energy above the lowest of the compared OMol25 structures with the same formula, charge and spin is 6.4030 eV. As for the HOMO-LUMO gap (spin up / spin down): 7.394 / 7.310 eV.

```
25
C9H12N3O ωB97M-V/def2-TZVPD
C 3.600 -0.905 0.066
C 2.878 0.005 0.909
C -2.318 -2.361 0.279
C -2.042 -1.739 -0.949
C -1.906 -1.506 1.234
C 2.676 -1.637 -0.619
C 1.594 -0.211 0.577
C -0.780 2.028 0.220
C -0.729 0.743 1.024
N -1.692 -0.515 -0.735
N -1.486 -0.358 0.625
N -0.537 1.667 -1.174
O 1.455 -1.095 -0.428
H 4.584 -1.179 -0.017
H 3.203 0.652 1.688
H -2.689 -3.369 0.506
H -2.141 -2.112 -1.913
H -1.776 -1.583 2.253
H 2.681 -2.387 -1.302
H 0.041 2.544 0.772
H -1.716 2.454 0.219
H -0.324 0.743 2.054
H 0.409 1.281 -1.161
H -0.546 2.518 -1.693
H -1.516 0.489 -1.326
```

natural (NBO) atomic charge list, values in e, 6 entries: -0.281, -0.393, -0.296, 0.094, 0.053, 0.089

[6]
One molecule with the formula C9H12N4O2S. Source: OMol25; level of theory: ωB97M-V/def2-TZVPD.

The calculation puts the calculated total energy at -30416.003 eV. The highest occupied orbital energy comes out at -8.60 eV. Its molecular weight is 240.29 g/mol. As for the charge: 0. For the LUMO energy, the calculation gives 0.435 eV. As for the HOMO-LUMO gap: 9.036 eV.

```
28
C9H12N4O2S ωB97M-V/def2-TZVPD
C -3.859 0.208 1.625
S -2.893 -1.268 1.822
C -1.395 -0.526 1.288
N -0.541 -0.016 1.986
N 0.443 0.429 1.195
C 1.908 0.674 1.569
C 2.487 -0.608 2.232
O 3.862 -0.515 2.585
C 0.202 0.285 -0.129
N 0.874 0.513 -1.295
C 0.414 0.058 -2.473
C 1.083 0.389 -3.726
N -0.800 -0.477 -2.540
C -1.518 -0.726 -1.460
O -2.639 -1.094 -1.732
C -1.064 -0.311 -0.180
H -3.367 1.023 2.177
H -3.934 0.396 0.539
H -4.843 0.009 2.041
H 2.635 0.833 0.785
H 1.995 1.541 2.303
H 2.562 -1.312 1.481
H 1.853 -0.980 3.039
H 4.141 0.371 2.407
H 0.481 0.092 -4.608
H 1.029 1.406 -3.792
H 2.140 0.035 -3.669
H -1.254 -0.430 -3.469
```

natural (NBO) atomic charge list, values in e, 6 entries: -0.749, 0.264, 0.063, -0.249, -0.191, -0.245

[7]
An isolated ion of composition C9H12NO and charge +1. Source: OMol25; level of theory: ωB97M-V/def2-TZVPD.

The calculation puts the calculated total energy at -13052.592 eV. The highest occupied orbital energy (spin up / spin down) comes out at -12.42 / -12.42 eV. Its molecular weight is 150.20 g/mol. As for the charge: +1. For the LUMO energy (spin up / spin down), the calculation gives -4.935 / -4.934 eV. Its energy above the lowest of the compared OMol25 structures with the same formula, charge and spin is 4.9312 eV. As for the HOMO-LUMO gap (spin up / spin down): 7.486 / 7.487 eV.

```
23
C9H12NO ωB97M-V/def2-TZVPD
C -1.637 0.880 3.474
C -1.181 -0.162 2.823
C -0.918 -1.608 2.610
C -1.166 -0.639 1.432
C -2.048 -0.938 0.146
C -0.660 -0.467 0.027
C 0.265 -0.254 -1.051
O -0.306 -0.241 -2.269
C 1.717 0.038 -0.945
N 2.420 0.736 -1.787
C 2.324 1.290 -3.106
H -1.690 1.825 2.988
H -1.680 0.842 4.589
H 0.123 -1.780 2.792
H -1.661 -2.368 2.721
H -2.240 -1.978 -0.054
H -2.784 -0.327 -0.345
H -1.228 -0.519 -2.356
H 2.122 -0.001 0.139
H 3.241 1.124 -1.423
H 1.432 1.067 -3.610
H 2.492 2.454 -3.029
H 3.065 1.027 -3.765
```

natural (NBO) atomic charge list, values in e, 6 entries: -0.320, 0.005, -0.386, -0.111, -0.449, 0.129

[8]
An isolated ion of composition C9H12NOS and charge +1. Source: OMol25; level of theory: ωB97M-V/def2-TZVPD.

The calculation puts the calculated total energy at -23891.574 eV. The highest occupied orbital energy comes out at -12.08 eV. Its molecular weight is 182.27 g/mol. As for the charge: +1. For the LUMO energy, the calculation gives -3.650 eV. Its energy above the lowest of the compared OMol25 structures with the same formula, charge and spin is 2.0569 eV. As for the HOMO-LUMO gap: 8.432 eV.

```
24
C9H12NOS ωB97M-V/def2-TZVPD
C 0.379 0.310 -1.858
N -1.008 0.344 -1.580
C -1.638 -0.344 -0.642
C -3.095 -0.402 -0.618
O -0.990 -1.181 0.066
C 0.306 -0.811 0.829
C 0.298 0.561 0.903
C 1.297 1.228 1.617
C 2.279 0.504 2.183
C 2.276 -0.864 2.196
C 1.215 -1.650 1.533
S 1.456 -3.401 1.941
H 0.524 0.697 -2.912
H 1.066 0.847 -1.249
H 0.708 -0.661 -1.656
H -1.623 1.020 -1.958
H -3.302 -0.022 0.403
H -3.449 -1.371 -0.805
H -3.503 0.328 -1.415
H -0.512 1.273 0.592
H 1.214 2.326 1.677
H 3.077 0.950 2.650
H 3.045 -1.437 2.575
H 0.773 -3.916 0.793
```

natural (NBO) atomic charge list, values in e, 6 entries: -0.444, -0.494, 0.736, -0.682, -0.482, 0.329

[9]
One molecule with the formula C9H12NP. Source: OMol25; level of theory: ωB97M-V/def2-TZVPD.

The calculation puts the calculated total energy at -20303.572 eV. The highest occupied orbital energy (spin up / spin down) comes out at -7.41 / -7.21 eV. Its molecular weight is 165.18 g/mol. As for the charge: 0. For the LUMO energy (spin up / spin down), the calculation gives -0.026 / 0.100 eV. Its energy above the lowest of the compared OMol25 structures with the same formula, charge and spin is 1.9353 eV. As for the HOMO-LUMO gap (spin up / spin down): 7.386 / 7.309 eV.

```
23
C9H12NP ωB97M-V/def2-TZVPD
C 1.976 0.897 2.642
C 0.766 1.585 2.564
C 2.174 -0.196 1.844
C -0.388 1.023 1.944
C 1.031 -0.682 1.176
C -0.258 -0.239 1.280
C -1.143 -0.124 -2.671
C -0.209 -1.084 -1.992
C -1.485 0.863 -1.670
N -0.850 -1.915 -0.913
P -1.593 -1.011 0.347
H 2.750 1.359 3.087
H 0.720 2.452 3.160
H 3.078 -0.666 1.563
H -1.341 1.512 2.038
H 1.207 -1.549 0.539
H -0.593 0.389 -3.479
H -2.075 -0.523 -3.174
H 0.371 -1.785 -2.618
H 0.525 -0.410 -1.549
H -0.615 1.394 -1.347
H -2.546 1.236 -1.519
H -1.501 -2.523 -1.253
```

natural (NBO) atomic charge list, values in e, 6 entries: -0.205, -0.209, -0.205, -0.188, -0.210, -0.396

What did the second record say?
C9H12N2NiOS5Sb as an isolated structure. Source: OMol25; level of theory: ωB97M-V/def2-TZVPD.

As for the spin multiplicity: 2. The calculation puts the calculated total energy at -116312.891 eV. The highest occupied orbital energy (spin up / spin down) comes out at -7.57 / -7.54 eV. Its molecular weight is 505.00 g/mol. As for the charge: 0. For the LUMO energy (spin up / spin down), the calculation gives -0.465 / -1.616 eV. As for the HOMO-LUMO gap (spin up / spin down): 7.106 / 5.927 eV.

```
31
C9H12N2NiOS5Sb ωB97M-V/def2-TZVPD
Ni -0.073 0.165 0.484
S 3.575 -2.401 2.328
Sb 2.369 -0.373 2.157
S 2.002 -0.211 -0.208
S 0.095 -1.159 2.235
N -2.601 0.765 2.388
C -2.929 0.353 1.152
N -2.060 0.088 0.214
C -2.684 -0.271 -0.980
C -2.031 -0.621 -2.158
C -2.795 -0.952 -3.264
C -4.191 -0.936 -3.208
C -4.846 -0.590 -2.038
C -4.076 -0.262 -0.932
S -4.601 0.205 0.667
H -1.633 0.605 2.669
H -3.294 0.701 3.114
H -0.948 -0.641 -2.185
H -2.303 -1.233 -4.186
H -4.767 -1.201 -4.084
H -5.927 -0.578 -1.988
C -1.307 3.607 -0.232
S 0.075 2.496 -0.075
C 1.395 3.607 -0.474
O 0.193 2.256 1.409
H -1.155 4.416 0.484
H -2.198 3.035 0.021
H -1.372 3.979 -1.254
H 1.247 4.011 -1.476
H 2.312 3.022 -0.427
H 1.382 4.386 0.289
```

natural (NBO) atomic charge list, values in e, 6 entries: 0.745, -0.356, 0.890, -0.777, -0.691, -0.789